Entry 1:
DFT (the ωB97M-V functional and the def2-TZVPD basis) results for a structure of composition C27H30AsBrF12MnN5O5S3.

```
85
Properties=species:S:1:pos:R:3:mulliken_spin:R:1
Mn -0.00505 -0.26680 0.95973 4.235
Br -4.83130 -0.54540 -4.63322 0.001
C -3.83699 -0.55720 -3.02566 0.010
C -4.50553 -0.59296 -1.80012 -0.003
C -3.79887 -0.59290 -0.62035 0.016
C -2.39484 -0.54963 -0.62413 0.016
O -1.77130 -0.50745 0.53248 -0.124
C -1.72922 -0.55053 -1.86624 0.013
C -0.30247 -0.64248 -1.95913 0.054
N 0.50235 -0.66220 -0.96091 -0.103
C 1.88782 -0.86961 -1.14100 0.016
C 2.48215 -1.46887 -2.21687 -0.002
C 3.88816 -1.57013 -2.27487 -0.001
C 4.67163 -1.08916 -1.26514 0.000
C 4.07732 -0.49847 -0.12491 0.003
C 4.80448 0.01238 0.97236 0.008
C 4.13489 0.55074 2.03150 -0.005
C 2.73113 0.55583 2.02716 0.012
N 2.02544 0.08900 1.02285 -0.118
C 2.67889 -0.41559 -0.06411 0.045
C -2.46671 -0.54534 -3.06083 -0.009
H -5.58652 -0.62210 -1.78221 0.000
H -4.31108 -0.63079 0.33098 0.001
H 0.11567 -0.71420 -2.96136 -0.006
H 1.88899 -1.87928 -3.02202 0.000
H 4.34167 -2.04419 -3.13395 0.000
H 5.74912 -1.16917 -1.31262 0.000
H 5.88538 -0.03819 0.96286 0.000
H 4.65562 0.94443 2.89123 0.000
H 2.17110 0.92269 2.87663 -0.013
H -1.94234 -0.53520 -4.00700 0.000
F -2.54574 -3.54789 0.91480 0.000
C -1.76955 -3.59103 1.99968 0.002
F -2.16614 -4.59650 2.77277 0.000
F -1.92247 -2.44881 2.67198 0.003
S -0.00850 -3.83373 1.49838 0.008
O 0.30433 -2.64929 0.71656 0.014
O 0.00872 -5.09309 0.83860 0.002
N 0.76716 -3.86984 2.86240 -0.001
S 1.43781 -2.56678 3.43550 0.010
O 0.76357 -1.33814 3.04681 -0.024
O 2.86537 -2.56722 3.37397 0.000
C 1.00361 -2.74456 5.21883 0.003
F 1.59297 -3.81261 5.74246 0.000
F -0.31076 -2.85053 5.37820 0.000
F 1.42668 -1.65749 5.86933 0.000
F -0.29169 1.89572 -0.03034 0.000
As 0.45765 3.12831 -1.11313 0.002
F 1.86211 3.07990 -0.08299 0.000
F -0.24846 4.35435 -0.09859 0.001
F 1.17737 4.31464 -2.12262 0.000
F -0.98121 3.06936 -2.06548 0.001
F 1.14130 1.83822 -2.06105 0.000
C -0.58674 5.40032 5.35497 0.000
C 0.89535 5.19628 5.06320 0.000
C 1.23678 3.89748 4.33382 0.000
C 0.86359 3.85039 2.85584 0.005
N -0.56473 3.70028 2.58719 -0.005
C -1.21809 2.54757 2.51102 -0.009
S -0.44047 1.07435 2.99026 -0.078
N -2.47995 2.56160 2.09843 0.000
C -3.37445 1.40658 2.07360 0.015
C -4.00683 1.06716 3.41955 -0.002
C -4.76017 2.21261 4.09975 0.000
C -3.87965 3.12276 4.94973 0.001
H -0.73783 6.23769 6.03629 0.000
H -1.01748 4.51109 5.81708 0.000
H -1.16072 5.61194 4.45244 0.000
H 1.44108 5.20912 6.00932 0.000
H 1.27755 6.04314 4.48466 0.000
H 0.78312 3.04593 4.84837 0.002
H 2.31903 3.74713 4.38102 -0.001
H 1.38020 3.04213 2.34209 0.002
H 1.16570 4.77321 2.35863 -0.002
H -1.03269 4.51641 2.22244 0.000
H -2.85169 3.43953 1.76873 0.000
H -2.81355 0.55450 1.69136 0.005
H -4.15139 1.65050 1.34653 0.000
H -3.23617 0.67565 4.08859 0.000
H -4.69535 0.24030 3.22724 0.000
H -5.53658 1.78820 4.73924 0.000
H -5.28955 2.80425 3.34497 0.000
H -3.29242 2.53417 5.65671 0.000
H -4.48079 3.82876 5.52307 0.000
H -3.17964 3.70094 4.34883 0.000
```

Output
Largest force on an atom = 0.47 eV Å⁻¹
Multiplicity = 5
E_LUMO (alpha / beta) = -2.156 / -1.325 eV
E_HOMO (alpha / beta) = -8.72 / -8.81 eV
E = -10050.8523 Ha
Frontier orbital gap (alpha / beta) = 6.6 / 7.5 eV
Expectation value of S² = 6.0724

Entry 2:
DFT (the ωB97M-V functional and the def2-TZVPD basis) results for a cluster of 13 separate species, H28O14 in total in a non-equilibrium geometry.

```
42
Properties=species:S:1:pos:R:3:mulliken_charge:R:1
H -0.31030 -0.32398 0.55386 0.283
H 1.21082 0.03488 0.56288 0.281
H 5.23459 -0.67768 3.20076 0.322
H 4.33670 0.20002 2.26588 0.312
H 3.29686 -2.56089 -2.35239 0.333
H 3.06929 -2.61577 -0.88006 0.266
H -1.44903 2.79576 -0.55405 0.289
H -2.72620 3.62525 -0.65309 0.306
H 0.55097 4.65516 0.32235 0.314
H 1.71849 5.44749 -0.18367 0.312
H -1.88582 -4.64773 2.67314 0.323
H -1.92249 -3.51209 3.62150 0.316
H 2.75573 1.22234 -0.39944 0.283
H 3.44063 -0.07678 -0.20652 0.285
H 0.61081 1.60579 1.83780 0.366
H -0.64705 1.95978 2.48330 0.292
H -3.34638 -0.91200 -2.53103 0.312
H -4.29031 -2.21104 -2.61336 0.303
H -2.01317 2.64582 -2.56572 0.322
H -3.29862 2.08099 -3.13354 0.202
H -2.46620 -0.91923 3.45610 0.314
H -2.75232 -0.71115 4.82882 0.300
H 4.15248 -1.26000 -3.22731 0.284
H 4.82145 -0.26149 -2.41466 0.299
H -1.63885 -3.39788 -2.72375 0.300
H -0.41974 -2.81514 -3.42020 0.312
H -3.95609 -1.25499 1.07951 0.288
H -3.58585 0.21812 0.69344 0.306
O 0.26190 0.39644 0.44097 -0.641
O 5.13370 0.20158 2.85700 -0.622
O 3.56336 -3.07768 -1.53311 -0.592
O -2.41063 2.73222 -0.79800 -0.564
O 1.16086 4.60209 -0.43423 -0.631
O -1.57308 -3.68942 2.73776 -0.632
O 3.46424 0.64343 -0.83959 -0.565
O 0.21861 2.36142 2.23918 -0.603
O -4.06602 -1.28836 -3.03080 -0.628
O -2.77085 2.14203 -2.26982 -0.533
O -2.02458 -0.73956 4.29943 -0.615
O 3.98579 -0.79522 -2.45329 -0.589
O -0.86573 -2.86355 -2.56860 -0.602
O -3.88888 -0.41712 1.38802 -0.608
```

Output
Largest force on an atom = 14.54 eV Å⁻¹
E_LUMO = -0.215 eV
E_HOMO = -7.85 eV
E = -1069.8548 Ha
Frontier orbital gap = 7.6 eV

Entry 3:
DFT (the ωB97M-V functional and the def2-TZVPD basis) results for the molecule C8H18O4SSi in a non-equilibrium geometry.

```
32
Properties=species:S:1:pos:R:3:mulliken_charge:R:1
C 3.25946 -0.39159 -0.86756 0.095
C 3.42774 -1.66461 -0.15566 -0.512
C -2.90662 2.34594 -1.40784 -1.121
C 0.88141 1.00999 3.70044 -1.154
C -0.43680 -2.15827 -2.52257 -0.918
C -2.81610 1.40900 -0.18576 -0.228
C 0.91348 1.26189 2.11860 -0.064
C -0.51306 -2.25558 -0.94095 -0.293
O 0.72810 1.21293 -0.70582 -0.334
O -1.89389 0.33956 -0.38160 -0.274
O -0.28257 0.65461 1.57376 -0.267
O 0.10046 -1.32646 -0.17445 -0.279
Si -0.35533 0.24706 0.01753 0.371
S 2.36610 0.78057 -1.30046 -0.082
H 4.29312 -1.63639 0.54388 0.311
H 3.69975 -2.39230 -0.93666 0.290
H 2.43386 -1.90718 0.43429 0.120
H -1.88698 2.83855 -1.37885 0.245
H -2.88256 1.69408 -2.20976 0.305
H -3.85737 2.80976 -1.43166 0.395
H 0.90913 -0.05718 3.92611 0.272
H 1.73211 1.47450 4.22573 0.385
H -0.03918 1.56193 4.08564 0.265
H -1.14944 -3.03143 -2.84910 0.332
H -0.85222 -1.20143 -2.93377 0.227
H 0.62564 -2.24783 -2.89903 0.260
H -3.77422 1.05399 0.00751 0.450
H -2.54586 2.08644 0.73377 0.174
H 1.80135 0.71357 1.83493 0.111
H 0.95515 2.23144 1.62627 0.342
H -0.21783 -3.23685 -0.64402 0.414
H -1.71683 -2.21871 -0.90293 0.161
```

Output
Largest force on an atom = 5.31 eV Å⁻¹
E_LUMO = 0.333 eV
E_HOMO = -9.07 eV
E = -1304.2884 Ha
Frontier orbital gap = 9.4 eV

Entry 4:
DFT (the ωB97M-V functional and the def2-TZVPD basis) results for a structure of composition C33H47Cl2O2P3Pd in a non-equilibrium geometry.

```
88
Properties=species:S:1:pos:R:3:mulliken_spin:R:1
P 1.22374 1.05233 -1.75693 0.027
C 2.97134 1.34283 -2.15423 0.003
C 3.52914 0.80253 -3.31263 0.001
H 2.94974 0.14383 -3.94353 0.000
C 4.83964 1.09603 -3.65493 0.000
H 5.26684 0.66713 -4.55063 0.000
C 5.59974 1.93273 -2.85093 0.001
H 6.62264 2.15883 -3.11873 0.000
C 5.04374 2.48273 -1.70473 0.000
H 5.63054 3.13683 -1.07543 0.000
C 3.73384 2.19623 -1.35623 0.003
H 3.32084 2.64133 -0.46283 0.001
C 0.68554 -0.32957 -2.80143 0.002
C 1.23094 -1.58857 -2.54603 0.000
H 1.98814 -1.70467 -1.78403 0.000
C 0.80974 -2.68797 -3.27533 0.000
H 1.23944 -3.65997 -3.07633 0.000
C -0.15056 -2.53797 -4.26783 0.000
H -0.47066 -3.39547 -4.84413 0.000
C -0.68736 -1.28497 -4.52883 0.000
H -1.42516 -1.16327 -5.31023 0.000
C -0.27476 -0.18047 -3.79803 0.004
H -0.71046 0.78743 -3.98823 0.000
C 0.37864 2.56313 -2.30243 0.003
C 0.80654 3.24483 -3.44003 -0.002
H 1.61314 2.85353 -4.04483 0.000
C 0.19794 4.43693 -3.79743 0.000
H 0.52744 4.96243 -4.68283 0.000
C -0.82296 4.96253 -3.01553 0.000
H -1.28886 5.89763 -3.29403 0.000
C -1.23176 4.29633 -1.86913 0.000
H -2.01246 4.71303 -1.24763 0.000
C -0.63156 3.09853 -1.51203 -0.003
H -0.92576 2.58403 -0.60953 0.007
Pd 0.26604 -0.38417 2.67147 1.366
C -1.47236 -1.21817 2.17837 0.337
C -1.89586 -1.21437 0.88487 0.050
H -2.07166 -1.69567 2.94987 -0.008
C -0.95236 -0.59487 -0.09603 0.162
O -1.59006 0.33523 -0.99533 0.008
H -0.89056 0.71033 -1.54593 0.000
C 0.21244 0.01753 0.67277 0.190
H -0.54896 -1.35397 -0.77213 -0.001
C 1.13834 0.72893 -0.03113 -0.095
Cl -0.10336 -1.15247 4.97447 0.687
Cl 2.44144 0.75973 2.90607 0.714
P 1.49924 -2.38967 2.37697 0.288
C 2.36364 -2.93767 3.88397 0.020
H 1.63364 -3.34147 4.57787 0.002
H 2.83454 -2.07687 4.34797 -0.002
H 3.11234 -3.69147 3.64927 0.005
C 0.48664 -3.83717 1.90407 -0.002
H 0.01714 -3.64867 0.94137 -0.001
H -0.29176 -3.96287 2.65177 -0.003
H 1.08114 -4.74627 1.84397 0.009
C 2.81894 -2.34837 1.11517 0.036
H 3.30794 -1.37887 1.15807 -0.004
H 2.38054 -2.46887 0.12887 -0.008
H 3.55274 -3.13427 1.28097 0.002
P -3.36506 -1.96187 0.30587 0.006
C -4.07516 -3.04557 1.56667 0.005
C -3.04296 -2.95067 -1.18023 0.004
H -4.34086 -2.46967 2.44827 -0.005
H -3.35656 -3.80877 1.84947 0.001
H -4.97166 -3.52077 1.17677 0.000
H -2.70836 -2.29657 -1.98083 -0.001
H -3.94376 -3.46967 -1.49773 0.001
H -2.26246 -3.67697 -0.97233 0.001
C -4.66716 -0.78447 -0.16243 0.000
H -4.84366 -0.09807 0.66127 0.000
H -5.59276 -1.30397 -0.40113 0.000
H -4.33176 -0.22097 -1.02753 0.000
H 2.01664 1.06713 0.49747 0.046
C -3.17856 1.51143 2.83037 0.003
C -1.77856 1.82333 2.27497 0.011
O -0.71066 1.34223 3.09247 0.110
C -0.73486 1.84693 4.43157 0.012
C 0.63854 2.14483 5.01597 0.015
H -3.34126 0.42333 2.94337 0.005
H -3.94546 1.90723 2.13247 0.000
H -3.34076 1.99273 3.81607 0.000
H -1.72296 1.42763 1.26377 -0.021
H -1.66546 2.92133 2.13817 0.003
H -1.24776 2.83663 4.45697 0.005
H -1.31976 1.17773 5.09347 0.013
H 1.18714 2.85583 4.36307 -0.001
H 0.51584 2.61273 6.01587 0.002
H 1.22294 1.22063 5.16767 -0.009
```

Output
Largest force on an atom = 3.94 eV Å⁻¹
Multiplicity = 5
E_LUMO (alpha / beta) = -4.800 / -8.921 eV
E_HOMO (alpha / beta) = -11.51 / -14.26 eV
E = -3507.7317 Ha
Frontier orbital gap (alpha / beta) = 6.7 / 5.3 eV
Net charge = +2
Expectation value of S² = 6.0215

Energy relative to the best compared isomer or geometry (same formula, charge and spin) / kcal per mole: 0.0 217.2 1.4 0.0